No. 1
A molecular structure, C4H8O2. Source: OMol25; level of theory: ωB97M-V/def2-TZVPD.

Output
Lowest unoccupied orbital energy ... 1.0 eV
Maximum force ... 0.4 eV/Å
Electronic energy ... -307.48313 Eh
HOMO level ... -0.3091 Ha
Energy relative to the best compared isomer or geometry (same formula, charge and spin) ... 143.9 kcal/mol
Spin multiplicity ... 1
Charge ... 0

```
14
Properties=species:S:1:pos:R:3:forces:R:3
C 1.643 0.782 -0.157 -0.02 0.05 -0.06
C 0.550 -0.177 0.255 0.35 -0.11 -0.24
O 0.426 -0.208 1.637 -0.04 -0.06 0.02
C -0.918 -0.129 1.246 -0.12 -0.10 0.08
C -0.890 0.672 -0.539 0.16 0.25 -0.24
O -2.183 0.233 -0.782 -0.14 0.07 0.22
H 1.475 1.788 0.236 -0.03 -0.17 -0.05
H 1.746 0.823 -1.246 -0.01 0.01 0.16
H 2.575 0.402 0.271 -0.11 0.07 -0.06
H 0.617 -1.166 -0.207 -0.05 0.10 0.13
H -1.221 -1.167 0.953 0.07 0.20 0.00
H -0.398 0.528 -1.511 0.02 -0.04 0.19
H -0.804 1.723 -0.252 -0.05 -0.19 0.01
H -2.658 0.370 0.055 -0.03 -0.07 -0.16
```
Positions in Å, forces in eV/Å.

=====

No. 2
A molecular structure, C19H2F15GeI2OReSSbSe4. Source: OMol25; level of theory: ωB97M-V/def2-TZVPD.

Output
Lowest unoccupied orbital energy (alpha / beta) ... 3.4 / 3.4 eV
Maximum force ... 0.9 eV/Å
Electronic energy ... -15293.29107 Eh
HOMO level (alpha / beta) ... -0.0648 / -0.0727 Ha
Energy relative to the best compared isomer or geometry (same formula, charge and spin) ... 11.6 kcal/mol
Spin multiplicity ... 2
Charge ... -2

```
47
Properties=species:S:1:pos:R:3:forces:R:3
Re -0.340 4.350 -0.662 -0.57 -0.40 0.08
I 2.765 3.777 -0.653 0.38 -0.08 0.04
C 2.538 4.413 1.365 0.07 0.13 -0.04
I 0.478 4.098 1.962 0.03 -0.34 0.23
H 2.794 5.465 1.433 0.04 -0.02 -0.10
H 3.180 3.804 1.998 -0.06 0.04 -0.07
O 0.273 5.773 -1.325 0.08 -0.02 -0.05
F -0.905 -1.302 2.339 -0.06 0.03 0.09
C -1.910 -1.267 1.446 0.00 -0.11 -0.07
C -1.662 -0.935 0.128 -0.06 0.07 -0.03
C -2.754 -0.936 -0.726 0.01 0.09 -0.04
F -2.594 -0.581 -2.013 0.00 -0.14 0.12
C -4.024 -1.279 -0.310 0.02 -0.01 0.02
F -5.050 -1.287 -1.164 0.01 0.00 0.01
C -4.230 -1.616 1.016 0.00 0.02 -0.04
F -5.449 -1.954 1.437 0.04 0.01 -0.01
C -3.170 -1.611 1.901 -0.01 0.02 -0.03
F -3.368 -1.947 3.178 -0.01 -0.02 0.06
Ge 0.028 -0.139 -0.481 -0.01 -0.02 0.31
S -0.552 1.842 -1.054 0.23 0.40 -0.40
C 1.405 -0.816 0.811 0.08 0.04 0.03
C 2.201 -0.044 1.633 0.00 0.16 0.01
F 2.089 1.288 1.639 0.03 -0.11 -0.07
C 3.140 -0.587 2.498 -0.02 0.05 -0.01
F 3.896 0.204 3.269 0.01 -0.01 0.01
C 3.295 -1.956 2.563 -0.01 0.02 0.01
F 4.196 -2.496 3.391 0.01 0.00 0.00
C 2.507 -2.768 1.769 0.00 0.04 -0.01
F 2.645 -4.099 1.838 -0.01 0.00 -0.01
C 1.585 -2.187 0.920 0.08 0.10 0.04
F 0.831 -3.022 0.194 -0.10 -0.10 -0.10
C 0.687 -1.106 -2.101 -0.03 -0.02 -0.05
C 1.792 -0.585 -2.754 -0.04 -0.06 -0.01
F 2.421 0.485 -2.254 0.02 0.10 0.04
C 2.322 -1.137 -3.906 -0.02 -0.02 -0.01
F 3.394 -0.602 -4.503 0.01 0.00 0.00
C 1.737 -2.271 -4.437 -0.01 -0.01 0.01
F 2.235 -2.827 -5.547 -0.01 0.00 0.00
C 0.648 -2.838 -3.804 0.02 0.01 -0.01
F 0.101 -3.953 -4.308 0.00 0.00 0.00
C 0.146 -2.257 -2.651 0.07 0.04 -0.02
F -0.879 -2.891 -2.073 -0.07 0.06 0.02
Se -1.929 2.439 3.002 0.06 -0.12 0.09
Sb -3.828 3.442 1.897 -0.09 0.47 -0.75
Se -2.678 4.527 -0.637 -0.16 -0.21 0.64
Se -4.646 5.481 2.874 0.02 -0.06 0.02
Se -5.360 1.910 0.858 0.04 -0.02 0.06
```
Positions in Å, forces in eV/Å.

=====

No. 3
A molecular structure, C26H52FIrN5OPSb2. Source: OMol25; level of theory: ωB97M-V/def2-TZVPD.

Output
Lowest unoccupied orbital energy (alpha / beta) ... -4.7 / -7.0 eV
Maximum force ... 0.2 eV/Å
Electronic energy ... -2396.43180 Eh
HOMO level (alpha / beta) ... -0.4594 / -0.4742 Ha
Energy relative to the best compared isomer or geometry (same formula, charge and spin) ... 1.9 kcal/mol
Spin multiplicity ... 5
Charge ... +2

```
89
Properties=species:S:1:pos:R:3:forces:R:3
Ir 0.067 1.075 0.838 -0.05 0.00 -0.06
C 2.773 -0.336 -2.951 0.01 -0.03 -0.15
Sb 2.013 -1.639 -1.465 0.02 0.10 0.16
C -0.041 -1.777 -1.934 -0.07 0.01 -0.06
C 2.731 -3.602 -2.046 -0.06 0.01 -0.09
C 1.928 -4.702 -1.431 0.11 0.03 -0.03
C 0.997 -5.384 -2.212 -0.07 -0.03 0.00
C 0.258 -6.435 -1.694 0.01 0.02 -0.02
C 0.455 -6.825 -0.378 0.02 0.01 0.03
C 1.375 -6.150 0.410 -0.01 -0.03 -0.01
C 2.115 -5.082 -0.092 -0.01 0.02 0.00
C 3.045 -4.329 0.811 0.08 -0.14 -0.05
Sb 1.955 -2.719 1.726 0.05 0.08 -0.05
C 0.938 -3.909 3.185 -0.07 -0.02 0.07
C 3.544 -1.964 2.945 0.04 0.02 0.01
H 2.612 -0.808 -3.921 0.02 0.02 0.00
H 3.834 -0.153 -2.806 0.00 -0.02 0.03
H 2.223 0.599 -2.884 0.02 -0.03 0.01
H -0.135 -1.883 -3.016 0.02 -0.02 0.01
H -0.549 -0.868 -1.609 0.02 -0.05 0.01
H -0.471 -2.652 -1.450 0.02 0.01 0.02
H 3.790 -3.638 -1.800 0.01 -0.01 -0.02
H 2.629 -3.583 -3.134 0.01 -0.07 0.02
H 0.869 -5.100 -3.251 0.00 0.00 0.01
H -0.450 -6.960 -2.321 0.01 0.00 0.01
H -0.095 -7.661 0.033 0.00 0.01 -0.01
H 1.539 -6.471 1.433 0.00 0.00 -0.01
H 3.897 -3.904 0.283 0.00 0.02 0.02
H 3.439 -4.958 1.610 -0.08 0.00 0.00
H 1.677 -4.481 3.745 0.00 0.01 -0.02
H 0.248 -4.586 2.684 0.02 0.02 -0.01
H 0.375 -3.281 3.874 0.02 0.00 -0.01
H 3.716 -2.661 3.764 0.01 0.01 -0.01
H 3.330 -0.978 3.354 -0.03 -0.02 -0.01
H 4.449 -1.894 2.341 -0.02 0.01 0.00
N -0.820 2.904 1.873 -0.05 0.00 -0.07
C -0.569 2.825 3.326 0.01 -0.07 -0.03
C -0.799 1.391 3.775 0.04 0.03 -0.01
N 0.067 0.485 2.974 0.04 0.07 0.05
H -0.506 3.779 1.466 0.07 0.01 0.09
H -1.819 2.847 1.680 0.00 0.04 0.00
H -1.209 3.503 3.892 -0.02 -0.01 0.02
H 0.467 3.114 3.506 0.00 0.02 -0.01
H -1.835 1.099 3.599 0.00 -0.01 0.00
H -0.596 1.288 4.841 0.00 0.01 0.01
H -0.188 -0.488 3.116 -0.06 0.01 0.00
H 1.029 0.576 3.294 0.00 -0.04 0.01
F 1.523 0.683 -0.513 -0.13 0.10 0.16
O -1.518 1.050 -0.588 0.07 -0.18 -0.10
P -2.439 2.021 -1.325 -0.09 0.04 -0.02
N -2.909 1.406 -2.762 -0.03 -0.06 0.07
C -1.962 1.271 -3.882 0.02 -0.02 0.02
C -2.836 0.694 -4.987 0.00 0.00 -0.01
C -3.749 -0.264 -4.226 0.00 0.00 -0.01
C -4.049 0.469 -2.916 0.00 0.05 -0.03
N -1.661 3.441 -1.578 -0.08 0.03 -0.05
C -0.191 3.498 -1.770 0.00 0.02 0.01
C 0.034 4.931 -2.228 0.01 0.01 0.02
C -1.170 5.192 -3.128 -0.01 0.01 -0.01
C -2.321 4.502 -2.394 0.04 -0.02 -0.01
N -3.802 2.326 -0.464 0.14 -0.06 0.16
C -4.154 3.625 0.149 -0.02 0.02 -0.08
C -4.921 3.260 1.434 -0.04 0.01 0.00
C -4.634 1.776 1.662 0.03 -0.02 0.03
C -4.501 1.238 0.244 -0.04 0.02 -0.03
H -1.140 0.587 -3.633 -0.02 0.02 -0.01
H -1.536 2.242 -4.142 -0.01 -0.01 0.00
H -2.252 0.207 -5.766 -0.01 -0.01 0.00
H -3.418 1.493 -5.450 -0.01 -0.01 0.01
H -3.221 -1.197 -4.016 0.01 0.01 0.00
H -4.658 -0.514 -4.769 0.00 0.01 0.00
H -4.115 -0.230 -2.081 -0.01 0.01 -0.01
H -4.980 1.036 -2.965 0.00 0.00 0.00
H 0.140 2.790 -2.537 0.01 -0.01 0.02
H 0.340 3.255 -0.850 0.00 0.01 0.02
H 0.991 5.054 -2.733 -0.01 0.00 -0.02
H 0.017 5.605 -1.368 0.00 0.00 0.00
H -1.015 4.737 -4.109 0.01 -0.02 0.01
H -1.366 6.250 -3.285 0.00 0.00 -0.01
H -3.049 4.063 -3.078 -0.01 0.01 0.01
H -2.849 5.196 -1.740 0.03 0.02 0.02
H -4.779 4.214 -0.523 0.02 0.01 0.00
H -3.251 4.207 0.347 -0.01 -0.02 0.02
H -5.990 3.405 1.279 0.00 -0.01 -0.01
H -4.635 3.891 2.274 0.01 -0.01 0.00
H -5.410 1.275 2.237 -0.01 0.01 -0.02
H -3.688 1.626 2.195 0.02 0.04 -0.02
H -5.487 1.071 -0.198 0.00 -0.01 0.00
H -3.937 0.308 0.186 0.02 0.01 0.01
```
Positions in Å, forces in eV/Å.

=====

No. 4
C22H28N4O3 in the gas phase at a distorted geometry. Source: OMol25; level of theory: ωB97M-V/def2-TZVPD.

Output
Lowest unoccupied orbital energy ... 0.4 eV
Maximum force ... 1.5 eV/Å
SMILES string ... CCCc1nc2oc3c(NC[C@@H]4CCCO4)ncnc3c2c2c1COC(C)(C)C2
Electronic energy ... -1299.91253 Eh
HOMO level ... -0.3072 Ha
Energy relative to the best compared isomer or geometry (same formula, charge and spin) ... 43.4 kcal/mol
Spin multiplicity ... 1
Charge ... 0

```
57
Properties=species:S:1:pos:R:3:forces:R:3
C 3.424 -0.318 -3.685 0.09 -0.19 0.09
C 3.075 -1.788 -3.494 -0.09 0.10 -0.08
H 3.612 -2.181 -2.628 0.05 -0.09 -0.01
H 3.397 -2.355 -4.370 0.04 -0.07 0.05
C 1.564 -1.996 -3.303 0.20 -0.17 0.07
C 1.096 -1.451 -1.985 -0.11 -0.05 0.05
N 0.653 -0.199 -2.031 -0.36 0.84 0.04
C 0.274 0.338 -0.892 0.44 -1.36 0.51
C 0.308 -0.312 0.357 0.06 0.08 -0.77
C 0.752 -1.631 0.406 -0.06 0.25 -0.28
C 1.153 -2.204 -0.797 -0.10 0.00 0.32
C 1.662 -3.622 -0.793 0.18 -0.11 -0.40
O 1.501 -4.307 0.425 -0.11 0.01 0.14
C 1.789 -3.552 1.600 0.03 0.16 0.57
C 3.226 -3.017 1.602 -0.29 -0.19 -0.16
H 3.921 -3.822 1.372 0.08 -0.07 0.00
H 3.465 -2.620 2.585 0.04 0.07 0.09
H 3.351 -2.222 0.871 0.09 0.10 -0.07
C 1.590 -4.524 2.762 0.02 0.20 -0.43
H 0.608 -4.982 2.691 -0.13 -0.03 0.02
H 1.674 -3.999 3.710 0.02 0.05 0.13
H 2.338 -5.311 2.720 0.10 -0.09 0.03
C 0.789 -2.391 1.690 0.17 -0.35 -0.06
H -0.209 -2.796 1.879 0.00 0.00 0.08
H 1.028 -1.714 2.511 -0.02 -0.04 0.04
H 2.724 -3.628 -1.092 -0.13 -0.04 0.00
H 1.110 -4.224 -1.522 0.14 0.10 0.00
C -0.162 0.660 1.296 -0.32 1.03 -0.20
N -0.317 0.610 2.625 0.18 -0.52 -0.01
C -0.767 1.727 3.150 -0.05 -0.06 0.28
N -1.101 2.846 2.525 -0.09 0.34 -0.27
C -0.966 2.922 1.196 0.29 -0.21 0.02
N -1.283 4.108 0.616 -0.03 0.29 0.12
H -1.684 4.759 1.280 0.10 -0.11 0.00
C -1.820 4.163 -0.720 -0.49 -0.36 -0.33
H -1.791 5.197 -1.071 0.03 -0.08 -0.05
H -1.199 3.543 -1.368 -0.05 0.21 -0.06
C -3.269 3.631 -0.785 0.28 0.48 -0.30
C -4.245 4.385 0.140 0.01 -0.23 -0.07
H -5.200 4.526 -0.367 0.02 0.07 0.01
C -4.415 3.435 1.326 0.08 -0.16 -0.11
H -3.634 3.585 2.071 -0.03 -0.01 0.02
C -4.233 2.078 0.650 -0.33 -0.08 0.26
H -5.178 1.736 0.202 0.08 -0.01 0.08
O -3.270 2.274 -0.366 0.19 0.09 -0.14
H -3.858 1.303 1.321 -0.05 0.02 -0.02
H -5.386 3.528 1.807 -0.03 0.01 0.05
H -3.861 5.362 0.427 -0.02 0.09 -0.01
H -3.597 3.680 -1.833 0.02 0.01 0.12
C -0.450 1.801 0.531 0.06 -0.62 1.05
O -0.179 1.607 -0.793 -0.13 0.49 -0.36
H -0.900 1.736 4.224 0.00 0.01 0.09
H 1.331 -3.058 -3.377 -0.05 -0.03 -0.06
H 1.038 -1.459 -4.092 -0.08 -0.09 0.00
H 4.501 -0.188 -3.760 0.08 0.07 -0.02
H 3.057 0.271 -2.849 0.03 0.14 0.02
H 2.964 0.064 -4.593 -0.05 0.10 -0.09
```
Positions in Å, forces in eV/Å.

=====

Question: maximum force of number 2 (C19H2F15GeI2OReSSbSe4)?
Answer: 0.9 eV/Å

=====

Question: Which of these has the lowest maximum force?
Answer: C26H52FIrN5OPSb2

=====

Question: energy relative to the best compared isomer or geometry (same formula, charge and spin) of number 2 (C19H2F15GeI2OReSSbSe4)?
Answer: 11.6 kcal/mol

=====

Question: What is the spin multiplicity in the third record?
Answer: 5